Record 1
Here is a molecular structure, C34H27Cl2IrN5O3SSi from OMol25. Energies are from the ωB97M-V functional and the def2-TZVPD basis.

Each line ends with the Löwdin spin population.
CARTESIAN COORDINATES (ANGSTROEM)
1 C 2.5176 3.0227 -2.5010  0.00
2 C 2.7556 -3.8548 -0.1358  0.00
3 C 0.2696 3.4271 -1.0287  0.01
4 C 0.2437 -4.1601 -3.3073  0.00
5 C -2.4087 -1.4525 0.7775  0.00
6 N 0.9846 -0.2537 -2.1548  0.18
7 C -3.9944 2.0674 1.2315  0.00
8 O 1.6178 -1.2042 0.3698  -0.01
9 H -0.4474 -0.3418 3.1371  0.00
10 H 3.8858 -0.9381 -1.5385  0.00
11 C 1.6810 -2.2151 -3.4347  0.01
12 C -3.2258 1.4741 0.2046  0.00
13 Si 2.9295 -2.0369 0.4960  0.00
14 H 5.0876 -2.0281 -0.8508  0.00
15 H -1.4887 -4.0162 -2.0795  0.00
16 C 4.3301 -1.2902 -0.6177  0.00
17 H 2.7001 -3.8784 -1.2180  0.00
18 C 1.5445 3.1825 3.3293  0.00
19 H -5.7815 0.5613 -1.7927  0.00
20 C 0.8185 -1.5135 -2.5758  0.02
21 H 4.7981 -0.4499 -0.1181  0.00
22 C 0.7220 1.4347 1.3064  0.00
23 C 2.2039 4.3108 -2.1284  0.00
24 H 2.7863 0.9137 1.1507  0.00
25 C 1.6839 1.9787 -2.1061  0.01
26 Cl -0.0592 -5.7955 -3.7386  0.00
27 N -1.8813 1.5301 0.4117  0.01
28 H -7.0842 1.4900 0.0636  0.00
29 H 3.5438 -1.1246 2.7611  0.00
30 H 3.5045 2.4077 2.9546  0.00
31 C -2.5379 -0.7957 3.4230  0.00
32 H 2.9810 -2.7797 2.8959  0.00
33 Ir -0.0416 0.1846 -0.1565  0.55
34 C -0.6171 -3.5067 -2.4628  0.00
35 H -0.5049 3.7935 3.4467  0.00
36 C -3.8872 0.9311 -0.8977  0.00
37 H 1.8453 -4.2862 0.2644  0.00
38 C 1.0297 4.5185 -1.4016  0.00
39 H -0.6394 3.5549 -0.4616  0.00
40 C 3.5875 -2.1062 2.2982  0.00
41 H -3.3161 0.5088 -1.7078  0.00
42 Cl 2.4763 -4.3534 -4.8367  0.00
43 C -6.0066 1.5002 0.1130  0.00
44 H 1.8731 3.8527 4.1089  0.00
45 O 2.8798 0.3449 -3.3399  0.01
46 H 3.5961 -4.4625 0.1808  0.00
47 C 1.9439 0.6085 -2.5907  0.01
48 C 2.0513 1.5177 1.6605  0.01
49 C -5.2654 0.9632 -0.9347  0.00
50 S -2.9418 2.7507 2.4439  0.00
51 H 4.6139 -2.4566 2.3433  0.00
52 C -0.3612 -2.1783 -2.0706  0.01
53 N -1.3118 -0.9627 1.3905  -0.01
54 C 0.2155 3.1439 2.9705  0.00
55 H -4.6367 -1.2881 3.3117  0.00
56 O -3.0871 -2.6202 -1.1782  0.00
57 C -1.5672 2.1664 1.5358  0.01
58 C 1.3990 -3.5089 -3.7991  0.00
59 C -1.3745 -0.6736 2.6880  0.00
60 C -3.6242 -1.5678 1.4409  0.00
61 H 3.3801 2.7743 -3.0988  0.00
62 H 2.5746 -1.7257 -3.7899  0.00
63 C -3.7023 -1.2159 2.7760  0.00
64 C -5.3757 2.0642 1.2087  0.00
65 N -1.0723 -1.4921 -1.1698  0.05
66 H -5.9473 2.4880 2.0205  0.00
67 C -2.2469 -1.9312 -0.6211  0.00
68 C -0.2124 2.2665 1.9653  0.00
69 N 0.5938 2.1804 -1.3444  0.11
70 H 0.7149 5.5125 -1.1275  0.00
71 H -2.5412 -0.5578 4.4763  0.00
72 C 2.4626 2.3738 2.6784  0.00
73 H -4.4784 -1.9156 0.8813  0.00
74 H 2.8414 5.1385 -2.4005  0.00

relative energy (zero: lowest compared OMol25 entry of this formula, charge and spin): 4.163 eV
energy: -95887.1728 eV
HOMO (spin up / spin down): -6.7 / -6.7 eV
2S+1: 2
orbital gap (spin up / spin down): 4.93 / 4.77 eV
<S²>: 0.7619

Record 2
Here is a molecular structure, C34H27F6NO6PPdS2Sb from OMol25. Energies are from the ωB97M-V functional and the def2-TZVPD basis.

Each line ends with the Löwdin charge.
CARTESIAN COORDINATES (ANGSTROEM)
1 C -2.3701 0.9500 0.3213  -0.67
2 H -0.8511 -2.5028 -4.2429  0.09
3 H 1.1646 -4.5137 2.3161  0.09
4 C -4.1176 -0.3365 0.2269  -0.35
5 H -4.4405 -0.8411 1.1558  0.13
6 H -6.1383 -0.7003 -0.6698  0.09
7 C 1.0107 -5.2964 -1.2794  -0.13
8 H -2.9403 -0.9564 -3.5070  0.08
9 H -1.6758 -3.2719 -0.9130  0.09
10 P -0.0738 1.0699 1.9845  0.93
11 H 2.9314 -4.6642 -2.0152  0.09
12 H 2.2666 -2.3262 -2.2945  0.10
13 O 0.9785 3.1477 -1.8452  -0.33
14 H -0.9951 -5.6082 -0.5844  0.09
15 C -0.0140 -0.3480 -6.7168  -0.12
16 C -0.4057 3.1175 5.5302  -0.11
17 S 3.9602 2.5014 -0.6185  0.54
18 C 4.5219 2.3316 1.1544  -0.69
19 C 0.8564 1.1466 6.0311  -0.11
20 C 0.2826 0.6680 -4.5546  -0.12
21 C -5.0733 -0.6781 -0.8816  -0.04
22 C -0.4491 -1.5161 -6.1032  -0.11
23 H -2.2355 2.1330 2.0720  0.08
24 C 0.9141 -3.4603 2.2730  -0.11
25 H -2.3997 0.4261 2.4617  0.08
26 F 3.6203 2.6864 2.0558  0.11
27 H -1.5003 -1.2980 3.2407  0.10
28 C 0.2395 -2.6166 -1.6276  -0.38
29 C 1.9184 -4.3653 -1.7689  -0.12
30 H 2.6519 -2.9338 1.1330  0.10
31 C 0.3511 0.7422 -5.9412  -0.10
32 N 3.1064 3.8121 -0.5766  -0.32
33 H 1.1810 -0.2059 4.4080  0.10
34 C -0.1560 -0.4960 -3.9285  -0.37
35 C 1.5334 -3.0417 -1.9323  -0.15
36 C -0.6589 -3.5662 -1.1485  -0.12
37 H 0.3875 2.6641 7.4788  0.08
38 F 5.6130 3.0766 1.3681  0.11
39 H 1.3099 -6.3292 -1.1398  0.09
40 O 1.9762 5.3774 -2.0666  -0.32
41 Sb -0.1915 -0.4991 -1.7816  1.61
42 C -0.2785 -4.8913 -0.9706  -0.11
43 C -0.5280 2.7020 4.2149  -0.10
44 H 1.4094 0.5309 6.7318  0.09
45 F -0.4525 4.4982 0.2797  0.12
46 F 1.3964 5.0880 1.2776  0.10
47 C -1.9112 1.1317 1.7825  -0.23
48 H -1.0435 3.3378 3.5048  0.10
49 H -0.9244 -3.6789 3.3681  0.09
50 F 4.8634 1.0556 1.3766  0.11
51 H -0.7344 -2.3741 -6.7023  0.09
52 O -1.8212 1.7064 -0.5261  -0.15
53 Pd 1.1623 2.0859 0.4884  0.24
54 H -2.1444 -1.3197 0.5611  0.12
55 C 0.0238 1.4928 3.7826  -0.33
56 H 0.0424 -0.2885 -7.7980  0.09
57 F 0.5084 6.3527 -0.2122  0.11
58 H -5.3421 -1.1254 -2.9161  0.08
59 C 1.4107 -1.2294 1.5252  -0.12
60 H -0.8455 4.0603 5.8347  0.09
61 C -0.5886 -1.6499 2.7728  -0.11
62 C 0.2413 -0.7473 2.1053  -0.37
63 C 1.7485 -2.5764 1.6114  -0.09
64 C 0.7264 0.7289 4.7127  -0.09
65 C 0.7246 5.0804 0.1239  -0.69
66 O -3.9741 1.0591 0.4198  -0.08
67 O 5.2176 2.7328 -1.2739  -0.30
68 H 0.6951 1.6566 -6.4105  0.10
69 H 0.5714 1.5265 -3.9564  0.08
70 H 2.0466 -0.5323 0.9865  0.07
71 S 1.7186 4.2266 -1.2368  0.57
72 C -0.2598 -2.9930 2.8547  -0.10
73 C -2.2785 -0.7751 -1.5064  -0.35
74 C -3.2078 -0.8960 -2.4567  -0.11
75 C -0.5170 -1.5861 -4.7178  -0.14
76 C 0.2869 2.3389 6.4499  -0.13
77 C -2.6469 -0.5866 -0.0796  -0.22
78 C -4.6331 -0.9192 -2.1188  -0.10
79 O 3.2487 1.2984 -0.9564  -0.35

energy: -106751.2929 eV
HOMO: -1.5 eV
net charge: -2
orbital gap: 5.85 eV

Record 3
Here is a molecular structure, C34H27N6Ru from OMol25. Energies are from the ωB97M-V functional and the def2-TZVPD basis.

Each line ends with the Löwdin spin population.
CARTESIAN COORDINATES (ANGSTROEM)
1 H -4.4325 -1.7651 0.4625  0.03
2 C 1.0266 0.4572 1.6899  0.04
3 C -1.1385 2.6368 0.6079  0.02
4 C -0.7845 -3.8653 -5.4900  0.16
5 C 0.4754 3.3276 -1.0159  0.03
6 H -1.6991 -5.6201 3.2962  0.00
7 H -3.1739 -3.3897 0.7763  0.02
8 H -0.7828 -5.1770 -3.7816  0.00
9 C -0.2409 -1.8021 -3.6151  0.21
10 H 2.5928 0.4928 -3.1073  0.01
11 N 0.2467 -0.2572 0.7685  0.17
12 C -0.3528 -1.4753 1.1354  0.05
13 C 2.4239 2.0451 3.5823  0.02
14 H -0.7461 -2.2999 -6.9641  0.00
15 C 2.1607 1.2246 1.2813  0.08
16 N 2.0451 0.6932 -1.0961  0.18
17 H 4.6756 1.9452 0.3763  0.03
18 N 2.6938 1.1990 0.0154  0.08
19 C 3.9339 1.7038 -0.3626  0.21
20 N -2.0107 0.0067 -0.8132  0.17
21 H -3.1515 -5.2521 2.3548  0.00
22 C -0.1971 -3.6024 2.3415  0.10
23 C -0.6614 -4.1555 -4.1260  0.01
24 N -2.4805 -1.0237 -0.0330  0.06
25 H 0.3841 -4.2642 2.9751  0.01
26 C -0.3999 -3.1649 -3.2081  0.15
27 H 1.0245 1.2641 5.0139  0.01
28 C -3.8550 -1.1379 -0.1915  0.19
29 C 2.9039 0.8354 -2.1344  0.09
30 H -1.7007 1.8567 1.1072  0.00
31 C -1.3138 3.9486 1.0063  0.00
32 C -0.3809 -1.5313 -5.0102  0.15
33 C 3.1265 2.9529 4.5594  0.00
34 C 2.8181 2.0226 2.2507  0.09
35 C -2.1971 -3.0895 1.1335  0.09
36 C -2.0607 -5.2959 2.3174  0.00
37 C 1.3490 1.2671 3.9786  0.09
38 H 0.8815 5.4360 -1.1074  0.00
39 C -3.0920 0.5652 -1.3998  0.08
40 H 4.9284 1.6713 -2.3460  0.00
41 H 4.1929 3.0290 4.3342  0.00
42 H 3.0197 2.5841 5.5820  0.00
43 H -2.9528 1.4122 -2.0515  0.01
44 C 0.3474 -2.3826 1.9118  0.05
45 C -1.4760 -3.9586 1.9391  0.02
46 H -0.3230 -3.3908 -2.1512  0.01
47 C -4.2462 -0.1035 -1.0507  0.06
48 C -0.5930 4.9702 0.3818  0.02
49 C -1.6697 -1.8399 0.7127  0.09
50 H -0.2058 -0.0726 3.3235  0.00
51 H -0.9935 -4.6514 -6.2052  0.01
52 H -0.2761 -0.5072 -5.3481  0.01
53 Ru 0.0206 0.3552 -1.0554  0.84
54 H -2.0038 4.1964 1.8047  0.00
55 C -0.7774 6.3366 0.7787  0.00
56 C 0.6566 0.5103 3.0242  0.05
57 H -1.7868 -6.0691 1.5931  0.00
58 C 0.3085 4.6470 -0.6340  0.00
59 C -0.6444 -2.5405 -5.9106  0.00
60 C 0.0392 -0.8249 -2.6754  1.03
61 H 3.6210 2.6746 1.9331  0.02
62 C 4.0714 1.4448 -1.7332  0.06
63 H -5.2495 0.1219 -1.3723  0.00
64 H 2.7114 3.9647 4.5270  0.00
65 N -0.9331 7.4344 1.0956  0.01
66 H 1.3461 -2.1007 2.2220  0.00
67 C -0.2419 2.2794 -0.4141  0.07
68 H 1.2002 3.0978 -1.7900  0.00

relative energy (zero: lowest compared OMol25 entry of this formula, charge and spin): 1.768 eV
energy: -47212.7813 eV
HOMO (spin up / spin down): 1.5 / -1.4 eV
2S+1: 6
net charge: -2
orbital gap (spin up / spin down): 3.34 / 6.09 eV
<S²>: 8.8396